(1)
Here is a gas-phase ion, C5H4N (charge +1) from OMol25. Energies are from the ωB97M-V functional and the def2-TZVPD basis.

Last column: natural (NBO) charge in e.
Atoms and positions in Å:
C -1.129 0.057 0.056  -0.5946
C -2.359 0.559 -0.098  0.7036
C -0.449 -1.306 0.025  0.1466
C 1.131 0.236 -0.028  -0.3664
C -0.134 1.010 -0.051  0.2054
N 0.747 -1.141 -0.138  -0.2631
H -0.909 -2.263 0.126  0.2574
H 1.895 0.242 -0.759  0.3164
H 1.471 0.511 0.956  0.3087
H -0.264 2.094 -0.090  0.2860

Cartesian forces, eV/Å:
C -1.220 -0.209 0.088
C 0.368 0.034 0.150
C -2.468 -0.026 -0.004
C -1.112 -1.070 -0.880
C 0.023 0.524 -0.596
N 2.959 -0.207 1.309
H -0.668 -0.358 -0.158
H 1.065 1.762 -0.830
H 0.938 -0.164 0.869
H 0.114 -0.286 0.053

For the molar mass, the calculation gives 78.09 g/mol. The HOMO-LUMO gap is 8.28 eV. As for the LUMO energy: -7.75 eV. The HOMO energy comes out at -0.5891 Eh. As for the net charge: +1. The strongest force on any atom comes out at 3.243 eV/Å. The energy above the lowest of the compared OMol25 structures with the same formula, charge and spin comes out at 2.623 eV.

---

(2)
Here is 2 unconnected molecules or ions with the total composition C9H17N from OMol25. Energies are from the ωB97M-V functional and the def2-TZVPD basis.

Last column: natural (NBO) charge in e.
Atoms and positions in Å:
C -0.944 -1.225 2.478  -0.0748
C 0.827 -0.064 -0.248  -0.0549
C -0.535 -0.303 -1.057  -0.0728
C -0.507 -0.214 0.428  0.1964
C 1.526 1.306 -0.505  -0.6203
C 1.808 -1.200 0.119  -0.6155
C -0.653 -1.622 -1.720  -0.6476
C -1.064 0.944 -1.816  -0.5953
C -0.847 1.812 1.795  -0.4654
N -0.826 -1.217 1.237  -0.4216
H -1.104 -2.233 3.021  0.1665
H -0.705 -0.411 3.110  0.1501
H 2.545 1.272 -0.026  0.2113
H 1.082 2.180 -0.084  0.2101
H 1.697 1.567 -1.527  0.2143
H 1.837 -1.089 1.174  0.2126
H 2.713 -0.949 -0.393  0.2100
H 1.397 -2.156 -0.204  0.2237
H 0.099 -1.872 -2.565  0.2216
H -1.689 -1.627 -2.236  0.2113
H -0.810 -2.350 -0.897  0.2381
H -0.785 1.814 -1.198  0.2067
H -2.108 0.861 -1.829  0.2152
H -0.553 0.974 -2.781  0.2092
H -0.649 2.274 0.921  0.1518
H -0.043 1.490 2.374  0.1500
H -1.709 2.039 2.428  0.1694

Cartesian forces, eV/Å:
C 0.416 -2.779 2.400
C -1.005 1.052 -0.207
C 1.593 1.167 0.129
C 1.002 -0.548 -2.005
C 1.368 -1.038 1.451
C -1.694 1.200 -1.571
C -2.314 -0.907 -1.552
C 2.533 -0.793 1.534
C -1.886 0.435 3.616
N -0.883 -0.308 -1.262
H -0.041 1.610 -1.004
H -0.013 0.995 0.632
H -0.824 -0.039 -0.399
H -0.648 0.365 0.480
H 0.011 -0.337 -0.954
H 0.787 -0.538 1.075
H 0.869 -0.363 0.050
H 0.247 -0.055 0.274
H -0.945 0.328 1.746
H 1.476 -0.124 0.519
H 0.746 -0.230 -0.872
H -0.286 -0.134 -0.641
H -1.572 0.038 -0.571
H -0.478 0.273 -0.130
H 0.158 1.347 -2.613
H 1.401 -0.677 0.549
H -0.018 0.060 -0.675

For the molar mass, the calculation gives 139.24 g/mol. The HOMO-LUMO gap (alpha / beta) is 7.14 / 8.09 eV. As for the LUMO energy (alpha / beta): 0.97 / -0.83 eV. The HOMO energy (alpha / beta) comes out at -0.2266 / -0.3277 Eh. Its expectation value of S² is 2.0112. The multiplicity is 3. As for the net charge: 0. The strongest force on any atom comes out at 4.101 eV/Å. The energy above the lowest of the compared OMol25 structures with the same formula, charge and spin comes out at 0.000 eV.

---

(3)
Here is a molecular structure, C8H13NSn from OMol25. Energies are from the ωB97M-V functional and the def2-TZVPD basis.

Last column: natural (NBO) charge in e.
Atoms and positions in Å:
C 1.744 1.197 -1.317  -0.3286
C 0.682 1.090 -2.198  -0.3258
C 0.594 -0.239 -2.629  -0.3833
C 1.750 -0.965 -2.111  -0.4726
C 2.372 -0.050 -1.176  -0.3342
Sn -0.215 -1.481 -0.620  -0.2722
N -0.747 1.280 2.223  -0.7123
C -1.774 2.217 2.384  -0.3769
C -1.615 1.101 1.175  -0.1889
H -0.160 -0.642 -3.348  0.2342
H 0.120 1.924 -2.570  0.1850
H 2.155 -1.928 -2.461  0.2321
H 3.231 -0.282 -0.520  0.1883
H 2.092 2.135 -0.858  0.1771
H -1.500 1.543 0.140  0.1983
H -1.466 3.233 2.094  0.1521
H -0.074 1.204 3.010  0.4083
H -2.452 0.352 1.173  0.1764
H -2.431 1.932 3.240  0.1474
C -0.512 -3.244 0.949  -1.2366
H -1.254 -3.844 0.406  0.2003
H -0.929 -2.809 1.910  0.1651
H 0.390 -3.725 1.106  0.1670

Cartesian forces, eV/Å:
C 1.417 0.570 0.829
C -0.154 -0.642 -0.675
C 1.053 -0.141 -2.071
C -0.398 0.800 0.333
C 0.406 -0.512 -0.505
Sn -1.857 -0.475 1.338
N 2.236 1.054 2.343
C -0.392 -1.161 -1.170
C -2.206 1.055 -0.093
H 0.961 0.401 0.769
H -0.582 0.104 0.107
H -0.552 0.498 0.411
H -0.551 0.190 -0.565
H -0.364 -0.555 0.060
H 0.684 -0.583 1.264
H -0.791 -0.021 0.473
H -0.466 -1.487 -2.232
H 1.087 0.232 0.269
H -0.128 0.982 -0.809
C -2.022 1.412 -0.140
H 0.369 0.041 0.495
H 0.377 -0.324 -0.947
H 1.875 -1.437 0.517

For the molar mass, the calculation gives 241.91 g/mol. The HOMO-LUMO gap (alpha / beta) is 2.49 / 2.48 eV. As for the LUMO energy (alpha / beta): 5.84 / 5.84 eV. The HOMO energy (alpha / beta) comes out at 0.1231 / 0.1232 Eh. As for the net charge: -2. The strongest force on any atom comes out at 3.406 eV/Å. The energy above the lowest of the compared OMol25 structures with the same formula, charge and spin comes out at 2.346 eV.